(1)
Density functional theory data (ωB97M-V/def2-TZVPD) for an isolated ion of composition C4H8N3 and charge +1.

Last column: Mulliken charge in e.
Cartesian coordinates (Å):
1 N 0.8063 -1.6546 0.1621  -0.84
2 N -0.7745 0.8514 0.4074  -0.16
3 N 1.2793 -0.5026 0.0298  0.53
4 C 2.7760 -0.3270 -0.4174  -0.89
5 C 0.5720 0.6026 0.2787  0.04
6 C -1.9163 0.1806 0.0266  0.11
7 C -1.8966 -1.1934 -0.2688  -0.57
8 H -2.2701 -1.3609 -1.3082  0.30
9 H -2.5792 -1.8227 0.4234  0.34
10 H 1.1225 1.5565 0.2309  0.37
11 H -0.7148 -1.5888 0.1283  0.33
12 H -0.9496 1.6290 1.1677  0.35
13 H 3.0919 -1.3264 -0.6096  0.33
14 H 2.5417 0.0887 -1.3683  0.41
15 H 3.2532 0.1470 0.4852  0.36

Calculated values
- electronic energy (eV) = -8732.8475
- relative energy (zero: lowest compared OMol25 entry of this formula, charge and spin) (eV) = 9.934
- Kohn-Sham gap (alpha / beta) (eV) = 6.85 / 6.52
- E_LUMO (alpha / beta) (eV) = -6.35 / -6.46
- total charge = +1

(2)
Density functional theory data (ωB97M-V/def2-TZVPD) for an isolated ion of composition C4H5N2 and charge +1.

Last column: Mulliken charge in e.
Cartesian coordinates (Å):
1 N -0.2684 0.9273 -0.8831  -0.05
2 N 1.1997 -1.2687 2.1952  -0.12
3 C -0.5515 -1.0852 0.5124  -0.59
4 C 0.1877 1.8539 -1.5824  -0.20
5 C -0.9061 -0.0289 -0.3835  0.12
6 C 0.5455 -1.1605 1.2487  0.32
7 H -1.0835 -1.9961 0.7824  0.34
8 H -1.8661 -0.2708 -1.0739  0.28
9 H 1.9943 -1.5776 2.7347  0.31
10 H 0.9741 1.8394 -2.2514  0.30
11 H -0.2258 2.7671 -1.2990  0.27

Calculated values
- electronic energy (eV) = -7198.7871
- relative energy (zero: lowest compared OMol25 entry of this formula, charge and spin) (eV) = 1.765
- SMILES string = C=N/C=C\C#[NH+]
- Kohn-Sham gap (eV) = 8.79
- E_LUMO (eV) = -4.76
- total charge = +1

(3)
Density functional theory data (ωB97M-V/def2-TZVPD) for a 2-piece molecular cluster, C6H8N3O3 overall.

Last column: Mulliken charge in e.
Cartesian coordinates (Å):
1 O 0.3106 -1.1895 1.8500  -0.42
2 O -2.3984 -0.6941 -1.0378  -0.64
3 O -0.3793 -3.6659 -3.7159  -0.75
4 N -1.3664 -2.2612 -2.2749  -0.09
5 N -0.7565 -1.1243 0.9133  -0.94
6 N -0.3694 -1.5008 -0.3034  0.56
7 C 0.8328 -1.8258 -0.8198  0.06
8 C -1.4500 -1.4675 -1.2130  0.25
9 C -0.3388 2.7238 1.6394  -0.50
10 C 0.0787 1.9629 0.6368  -0.21
11 C 0.9520 -2.5980 -1.9905  -0.97
12 C -0.1591 -2.9473 -2.7498  0.43
13 H 0.2914 2.3207 -0.3721  0.19
14 H 1.6736 -1.4723 -0.2802  0.57
15 H -2.1087 -2.0441 -2.9866  0.27
16 H -0.7607 2.3710 2.5442  0.30
17 H 0.6609 -2.1160 1.7354  0.29
18 H -0.3366 3.8011 1.4598  0.21
19 H 1.9092 -2.6638 -2.3569  0.36
20 H 0.4015 0.9403 0.7172  0.01

Calculated values
- electronic energy (eV) = -16961.5967
- relative energy (zero: lowest compared OMol25 entry of this formula, charge and spin) (eV) = 5.231
- Kohn-Sham gap (alpha / beta) (eV) = 6.06 / 6.06
- E_LUMO (alpha / beta) (eV) = 3.67 / 3.67
- total charge = -1

(4)
Density functional theory data (ωB97M-V/def2-TZVPD) for C12H22N2O6STi as an isolated structure.

Last column: Mulliken charge in e.
Cartesian coordinates (Å):
1 Ti 0.6255 1.2001 -0.7961  0.50
2 S -1.6558 2.2286 -0.5019  -0.51
3 O 1.6296 2.8091 -0.3696  -0.54
4 O 2.9426 0.7501 -1.4016  -0.47
5 O 3.4781 4.0673 -0.2100  -0.66
6 O 0.3763 0.0520 -2.3002  -0.64
7 O 0.8306 -0.0524 0.5627  -0.76
8 O 0.5623 1.8608 -3.7674  -0.59
9 N -2.0855 0.0392 0.9882  0.32
10 N -3.9187 1.0076 -0.0055  -0.18
11 C 0.4776 -2.3521 -0.0589  -1.40
12 C 2.9152 3.0275 -0.4525  0.57
13 C -4.8584 0.0406 0.5466  -0.63
14 C -2.8876 -1.0047 1.6179  -0.40
15 C 1.1014 1.1135 -2.7223  0.86
16 C -4.2994 -0.4980 1.8507  -0.80
17 C -2.5995 0.9776 0.2084  0.61
18 C 0.8804 -1.6556 2.3239  -1.24
19 C 2.7302 -1.5431 0.6670  -1.74
20 C 1.2259 -1.3907 0.8604  1.85
21 C 2.5856 0.9402 -2.7911  -0.64
22 C 3.7321 1.7873 -0.8381  -0.28
23 H -2.8977 -1.9022 0.9918  0.26
24 H -2.4108 -1.2643 2.5613  0.27
25 H -0.1913 -1.5536 2.5029  0.04
26 H -1.0602 -0.0308 1.0055  -0.02
27 H 2.9167 0.0595 -3.3479  0.35
28 H 4.1698 1.3858 0.0772  0.27
29 H -4.9296 -1.3045 2.2226  0.40
30 H 3.0061 -1.3591 -0.3685  0.32
31 H -0.3671 1.6105 -3.8314  0.37
32 H 4.5400 2.0785 -1.5103  0.35
33 H -4.2460 1.7377 -0.6149  0.23
34 H -5.8116 0.5432 0.7033  0.38
35 H -5.0192 -0.7733 -0.1657  0.29
36 H 3.0433 -2.5515 0.9455  0.47
37 H 0.7444 -3.3864 0.1665  0.47
38 H 1.1684 -2.6683 2.6111  0.43
39 H -4.2857 0.2955 2.6000  0.36
40 H 3.2637 -0.8302 1.2987  0.31
41 H 3.0627 1.8358 -3.1905  0.43
42 H 1.4024 -0.9464 2.9668  0.37
43 H 0.7159 -2.1387 -1.1003  0.32
44 H -0.6028 -2.2419 0.0654  0.09

Calculated values
- electronic energy (eV) = -62020.0675
- relative energy (zero: lowest compared OMol25 entry of this formula, charge and spin) (eV) = 0.900
- Kohn-Sham gap (eV) = 7.43
- E_LUMO (eV) = 0.07
- total charge = 0